Record 1
Below is a molecular structure, C39H50BrCsGeN6O7S in a non-equilibrium geometry, with properties calculated with ωB97M-V/def2-TZVPD.

HOMO = -0.068 Ha
Frontier orbital gap = 5.216 eV
Multiplicity = 1
Total charge = -2
Energy relative to the best compared isomer or geometry (same formula, charge and spin) = 0.598 eV

Structure (XYZ):
```
106
Properties=species:S:1:pos:R:3:mulliken_charge:R:1
Cs 0.4870 -0.5331 0.0522 1.123
N 6.0764 -1.1094 1.6531 -0.564
C 4.7073 -0.7816 1.6995 0.107
S 3.6256 -1.9369 1.0216 -0.358
N 4.4585 0.3553 2.2745 -0.910
N 3.1212 0.7716 2.1857 0.980
C 2.7008 1.2070 3.3089 -1.002
C 1.4244 1.8611 3.5941 1.241
C 1.1110 2.0821 4.9401 -0.614
C -0.0383 2.7435 5.3422 -0.828
C -0.8996 3.2278 4.3552 -0.426
C -0.6163 3.0451 3.0178 -0.951
C 0.5416 2.3448 2.5813 -0.356
O 0.7763 2.2069 1.3169 0.055
H 6.2233 -2.1032 1.6675 0.233
H 6.6048 -0.5976 2.3468 0.234
H 3.3676 1.1130 4.1712 0.091
H 1.8083 1.7140 5.6877 0.340
H -0.2548 2.8922 6.3936 0.356
H -1.8013 3.7627 4.6388 0.376
H -1.2749 3.4232 2.2427 0.424
C -3.7593 -3.0409 -3.0488 -1.792
C -3.0184 -3.4654 -1.7761 1.827
C -3.6685 -2.7924 -0.5698 -0.400
C -3.0962 -4.9870 -1.6361 -1.836
O -1.7007 -3.0076 -1.8914 -0.256
Ge -0.1269 -3.7825 -1.1393 -1.175
O 0.7612 -2.3069 -1.8605 0.547
C 1.4802 -2.2664 -3.0817 1.388
C 1.9961 -3.6502 -3.4845 -2.006
C 2.6619 -1.3178 -2.8779 -1.250
C 0.5489 -1.7283 -4.1723 -1.095
O -0.3674 -2.9771 0.5700 0.377
C -0.2284 -3.6090 1.8340 1.905
C 0.7258 -4.8045 1.7621 -1.870
C -1.6067 -4.0718 2.3135 -1.795
C 0.3495 -2.6010 2.8397 -1.611
H -4.8218 -3.3162 -3.0175 0.365
H -3.2967 -3.5119 -3.9211 0.450
H -3.6803 -1.9556 -3.1672 0.173
H -4.7162 -3.0868 -0.4426 0.462
H -3.6106 -1.7089 -0.7137 -0.050
H -3.1059 -3.0386 0.3357 -0.530
H -4.1427 -5.3168 -1.6110 0.447
H -2.6090 -5.3245 -0.7149 0.304
H -2.5939 -5.4718 -2.4782 0.346
H 2.6294 -4.0640 -2.6933 0.377
H 2.5889 -3.5767 -4.4023 0.453
H 1.1706 -4.3474 -3.6631 0.434
H 3.2769 -1.6629 -2.0402 0.267
H 2.3319 -0.2974 -2.6516 0.119
H 3.2831 -1.2725 -3.7803 0.358
H -0.3576 -2.3403 -4.2190 0.112
H 1.0426 -1.7309 -5.1520 0.397
H 0.2682 -0.6994 -3.9315 -0.052
H 0.3392 -5.5891 1.1061 0.473
H 0.8749 -5.2255 2.7628 0.465
H 1.7007 -4.4774 1.3840 0.292
H -2.0382 -4.8053 1.6217 0.214
H -2.2841 -3.2158 2.3841 0.319
H -1.5365 -4.5329 3.3053 0.441
H 1.3600 -2.3013 2.5482 0.182
H 0.4098 -3.0638 3.8315 0.418
H -0.2677 -1.7021 2.9380 0.321
C -1.8229 0.9479 -2.9758 -0.858
O -0.5245 1.3082 -2.5185 -0.050
C -0.2568 2.6285 -2.3404 0.035
C -1.0263 3.6587 -2.8514 -0.666
C -0.6411 4.9684 -2.5814 -0.207
Br -1.7073 6.3834 -3.2932 -0.289
C 0.4607 5.2728 -1.8246 -0.866
C 1.2339 4.2289 -1.2996 0.756
C 0.8800 2.9109 -1.5570 0.862
O 1.6079 1.8535 -1.1341 -0.417
C 2.4308 4.5651 -0.5087 0.229
N 3.1881 5.6178 -0.7317 -0.872
C 4.1789 5.5410 0.2325 0.012
C 5.2648 6.3841 0.4831 -0.783
C 6.1209 6.0486 1.5168 -0.431
C 5.9221 4.8893 2.2879 -0.610
C 4.8578 4.0377 2.0557 -0.277
C 3.9893 4.3968 1.0267 0.928
N 2.8615 3.7984 0.5276 0.760
H -1.9717 1.2421 -4.0199 0.324
H -2.5962 1.3943 -2.3453 0.639
H -1.8710 -0.1393 -2.8973 -0.088
H -1.9157 3.4606 -3.4315 0.460
H 0.7529 6.2946 -1.6265 0.540
H 1.6286 1.8456 -0.1462 0.048
H 5.4216 7.2677 -0.1257 0.415
H 6.9740 6.6829 1.7334 0.340
H 6.6303 4.6482 3.0725 0.403
H 4.7198 3.1174 2.6142 0.208
H 2.3190 3.0276 0.9356 -0.597
O -4.3317 1.4284 -0.5086 -0.693
N -5.1619 0.4921 -0.2775 0.554
C -5.2463 -0.0450 0.9701 -0.373
C -6.1483 -1.0421 1.2565 -0.612
C -6.9867 -1.5335 0.2692 -0.248
C -6.8770 -0.9948 -1.0003 -0.600
C -5.9719 0.0135 -1.2553 -0.190
H -4.5420 0.3855 1.6654 0.536
H -6.1647 -1.4389 2.2631 0.386
H -7.6868 -2.3310 0.4790 0.380
H -7.4896 -1.3491 -1.8190 0.382
H -5.8170 0.4891 -2.2105 0.464
```


Record 2
Below is a molecular structure, C39H51IrN4O9S3Si in a non-equilibrium geometry, with properties calculated with ωB97M-V/def2-TZVPD.

HOMO (alpha / beta) = -0.400 / -0.401 Ha
Frontier orbital gap (alpha / beta) = 7.649 / 7.004 eV
Multiplicity = 2
Total charge = +1
Energy relative to the best compared isomer or geometry (same formula, charge and spin) = 0.361 eV

Structure (XYZ):
```
108
Properties=species:S:1:pos:R:3:mulliken_charge:R:1
Ir -0.8220 0.0195 -0.6052 3.195
S -3.0997 -3.3247 1.1828 -0.259
C -2.8631 -2.1787 2.4302 -0.844
C -2.1295 -1.1002 2.0344 -1.879
C -1.7464 -1.2010 0.6736 1.476
C -2.1957 -2.3583 0.0953 0.747
C -1.8953 -2.5826 -1.2897 0.667
C -2.3266 -3.6537 -2.0661 -0.761
C -1.9979 -3.6956 -3.4031 -0.965
C -1.2487 -2.6577 -3.9505 -1.012
C -0.8304 -1.6359 -3.1319 -0.019
N -1.1194 -1.6032 -1.8207 0.474
H -3.2697 -2.3695 3.4110 0.528
H -1.8708 -0.2945 2.7008 0.583
H -2.9252 -4.4287 -1.6074 0.585
H -2.3285 -4.5195 -4.0210 0.446
H -0.9825 -2.6416 -4.9971 0.567
H -0.2513 -0.8067 -3.5062 0.162
O -0.9587 1.7590 0.5291 -1.079
C -1.9701 2.1580 1.1370 -0.184
C -3.3252 1.7447 1.0058 1.174
C -4.2273 2.3029 1.9356 -0.289
C -5.5400 1.9452 1.9061 -1.016
C -6.0253 1.0314 0.9547 -0.534
C -5.1763 0.4885 0.0343 -1.024
C -3.7934 0.8184 0.0172 0.138
O -3.0464 0.3139 -0.8957 -0.748
N -6.4649 2.5241 2.8845 1.025
O -7.6215 2.1646 2.8358 -0.626
O -6.0141 3.3247 3.6767 -0.618
H -1.7813 2.9441 1.8769 0.378
H -3.8828 3.0077 2.6815 0.653
H -7.0747 0.7723 0.9721 0.527
H -5.5296 -0.2185 -0.7043 0.625
O -1.2445 1.2506 -2.3952 -1.245
S -2.4765 1.4131 -3.2898 0.269
C -1.7562 2.2774 -4.7237 -0.118
C -2.4744 3.6165 -4.8489 -0.837
C -2.7011 4.0923 -3.4174 -0.412
C -3.3206 2.9045 -2.6913 -0.193
H -1.8289 1.6367 -5.6004 0.514
H -0.7084 2.4069 -4.4445 -0.228
H -3.4324 3.4917 -5.3588 0.298
H -1.8789 4.3142 -5.4365 0.424
H -3.3527 4.9637 -3.3664 0.496
H -1.7477 4.3550 -2.9536 0.077
H -4.3797 2.7793 -2.9246 0.584
H -3.1975 2.9005 -1.6094 -0.273
N 2.1103 -1.6958 -2.0932 0.109
C 2.0521 -0.4028 -2.4742 -0.593
N 1.2402 0.4736 -1.9610 1.139
C 1.5137 1.7471 -2.4767 -1.390
C 0.9625 2.9451 -2.0302 -0.518
C 1.3459 4.1249 -2.6415 -0.633
C 2.2654 4.1325 -3.6931 -0.824
C 2.8420 2.9533 -4.1281 -0.608
C 2.4624 1.7739 -3.5004 1.351
S 3.0880 0.1665 -3.7607 -0.314
H 1.7393 -1.9132 -1.1815 -0.845
H 2.8948 -2.2512 -2.3885 0.394
H 0.2605 2.9481 -1.2086 0.398
H 0.9357 5.0628 -2.2893 0.510
H 2.5497 5.0687 -4.1540 0.430
H 3.5802 2.9530 -4.9187 0.472
C 3.2088 -3.9615 0.8859 -1.375
C 1.7634 -3.8492 1.3596 1.804
C 0.7954 -4.1114 0.2106 -1.199
C 1.5095 -4.8390 2.4889 -1.919
O 1.5207 -2.5603 1.9200 -0.373
Si 1.7820 -0.9882 1.5670 -1.939
O 0.6525 -0.3174 0.6120 2.053
O 3.2396 -0.8976 0.8486 0.400
C 4.3875 -0.0329 0.8628 1.841
C 5.4858 -0.8150 0.1560 -1.687
C 4.0727 1.2496 0.1112 -1.235
C 4.8129 0.2923 2.2890 -1.522
O 1.9340 -0.2290 2.9914 -0.123
C 1.2330 0.0091 4.2089 1.786
C 0.2172 1.1192 3.9744 -1.324
C 2.2801 0.4660 5.2160 -1.926
C 0.5750 -1.2774 4.6921 -1.457
H 3.4104 -4.9793 0.5486 0.548
H 3.8928 -3.7180 1.6989 0.309
H 3.4197 -3.2676 0.0706 0.082
H 1.1417 -4.9324 -0.4193 0.498
H 0.6863 -3.2151 -0.3998 0.098
H -0.1974 -4.3589 0.5893 0.364
H 1.6316 -5.8659 2.1407 0.381
H 0.4937 -4.7154 2.8669 0.351
H 2.2084 -4.6622 3.3065 0.416
H 5.1419 -1.1316 -0.8311 0.242
H 5.7510 -1.7027 0.7311 0.347
H 6.3790 -0.2017 0.0313 0.421
H 3.8663 1.0348 -0.9360 0.156
H 4.9199 1.9359 0.1573 0.561
H 3.2050 1.7429 0.5532 0.189
H 4.9686 -0.6220 2.8624 0.323
H 4.0591 0.8890 2.7984 0.134
H 5.7475 0.8553 2.2664 0.527
H 0.7282 2.0649 3.7831 0.370
H -0.4375 1.2442 4.8391 0.476
H -0.3737 0.8844 3.0939 -0.233
H 2.8012 1.3478 4.8422 0.378
H 3.0119 -0.3246 5.3833 0.385
H 1.8128 0.7160 6.1697 0.426
H -0.1365 -1.6615 3.9615 0.072
H 0.0561 -1.1059 5.6369 0.551
H 1.3334 -2.0456 4.8442 0.294
```


Record 3
Below is 2 unconnected molecules or ions with the total composition C6H12O, with properties calculated with ωB97M-V/def2-TZVPD.

HOMO = -0.302 Ha
Frontier orbital gap = 8.456 eV
Multiplicity = 1
Energy relative to the best compared isomer or geometry (same formula, charge and spin) = 4.812 eV

Structure (XYZ):
```
19
Properties=species:S:1:pos:R:3:mulliken_charge:R:1
C -2.2978 1.2457 0.5372 -0.959
C 0.1510 1.5078 -0.9998 -0.699
C 0.2466 0.0974 -1.1833 -0.332
C 1.7452 -0.3505 -1.1073 -0.992
C 0.7828 -0.9595 -0.1879 1.389
C 0.8294 -0.6946 1.2969 -1.378
O 0.4405 -2.2689 -0.5295 -0.577
H -3.1844 1.8376 0.7748 0.328
H -1.6636 1.1610 1.4249 0.204
H -2.5940 0.2479 0.1985 0.220
H 0.6660 1.7584 -0.0486 0.259
H -1.7493 1.7490 -0.2719 0.293
H -0.2757 -0.3563 -2.0263 0.331
H 2.4610 0.3739 -0.7300 0.285
H 2.0683 -0.9310 -1.9644 0.284
H 1.5849 -1.3392 1.7577 0.314
H -0.1407 -0.9149 1.7585 0.314
H 1.0800 0.3463 1.5180 0.329
H -0.4636 -2.4251 -0.2236 0.386
```


What did the third record say?
Below is 2 unconnected molecules or ions with the total composition C6H12O, with properties calculated with ωB97M-V/def2-TZVPD.

HOMO = -0.302 Ha
Frontier orbital gap = 8.456 eV
Multiplicity = 1
Energy relative to the best compared isomer or geometry (same formula, charge and spin) = 4.812 eV

Structure (XYZ):
```
19
Properties=species:S:1:pos:R:3:mulliken_charge:R:1
C -2.2978 1.2457 0.5372 -0.959
C 0.1510 1.5078 -0.9998 -0.699
C 0.2466 0.0974 -1.1833 -0.332
C 1.7452 -0.3505 -1.1073 -0.992
C 0.7828 -0.9595 -0.1879 1.389
C 0.8294 -0.6946 1.2969 -1.378
O 0.4405 -2.2689 -0.5295 -0.577
H -3.1844 1.8376 0.7748 0.328
H -1.6636 1.1610 1.4249 0.204
H -2.5940 0.2479 0.1985 0.220
H 0.6660 1.7584 -0.0486 0.259
H -1.7493 1.7490 -0.2719 0.293
H -0.2757 -0.3563 -2.0263 0.331
H 2.4610 0.3739 -0.7300 0.285
H 2.0683 -0.9310 -1.9644 0.284
H 1.5849 -1.3392 1.7577 0.314
H -0.1407 -0.9149 1.7585 0.314
H 1.0800 0.3463 1.5180 0.329
H -0.4636 -2.4251 -0.2236 0.386
```